Formula: C3H9N3
Source: OMol25
Level of theory: the ωB97M-V functional and the def2-TZVPD basis

Properties
- total charge = 0
- F_max (eV/A) = 4.99
- E_HOMO (alpha / beta) (hartree) = -0.2874 / -0.2874
- HOMO-LUMO gap (alpha / beta) (Eh) = 0.31523 / 0.31523
- ΔE to the lowest compared entry with this formula, charge and spin (kJ/mol) = 465.06
- spin multiplicity = 1
- calculated total energy (eV) = -7722.7540

Last column: Löwdin charge in e.
CARTESIAN COORDINATES (ANGSTROEM)
C (0.81161, 2.69372, -0.10938)  -0.115
C (-1.35709, -0.65270, 0.46862)  -0.215
C (0.33161, -2.19228, -0.36669)  -0.166
N (0.37427, 1.33749, 0.00532)  -0.136
N (0.98994, 0.32506, -0.10670)  0.119
N (-0.03145, -1.14980, 0.54986)  -0.181
H (0.11617, 3.39875, 0.50586)  0.110
H (1.13052, 2.85793, -1.17097)  0.094
H (1.76024, 2.82544, 0.43271)  0.068
H (-1.61350, 0.01498, 1.20363)  0.024
H (-1.78250, -0.39145, -0.56627)  0.096
H (-1.98217, -1.59670, 0.71017)  0.110
H (0.74410, -2.92822, 0.33117)  0.073
H (-0.55034, -2.69161, -0.85833)  0.089
H (1.05861, -1.85060, -1.02901)  0.031